No. 1
A single C3H6N2S molecule at a distorted geometry, computed with ωB97M-V/def2-TZVPD.

Output
highest occupied orbital energy = -8.91 eV
Kohn-Sham gap = 9.563 eV
SMILES string = [H]/N=C\N(S)C=C

Positions of all 12 atoms, in Å:
H1 0.042 0.541 1.946
N1 0.700 -0.234 1.995
C1 0.746 -0.881 0.926
N2 -0.026 -0.671 -0.261
S1 -0.049 -1.916 -1.437
C2 -0.577 0.599 -0.639
C3 -0.042 1.808 -0.460
H2 1.453 -1.724 0.812
H3 -1.057 -2.668 -0.914
H4 -1.495 0.453 -1.184
H5 0.909 1.983 -0.002
H6 -0.604 2.710 -0.783

Here are the Löwdin charges for atoms 1 to 4, given in e: 0.04, 0.10, -0.35, -0.52

=====

No. 2
2 unconnected molecules or ions with the total composition C3H6N2S at a distorted geometry, computed with ωB97M-V/def2-TZVPD.

Output
highest occupied orbital energy (spin up / spin down) = -8.60 / -8.60 eV
Kohn-Sham gap (spin up / spin down) = 7.214 / 7.215 eV

Positions of all 12 atoms, in Å:
C1 -0.147 -1.367 2.474
C2 0.988 -0.501 -0.496
C3 -0.036 0.344 0.274
N1 -0.542 -2.045 3.315
N2 -1.373 0.195 0.105
S1 0.880 1.710 0.978
H1 0.678 -1.605 -0.540
H2 1.946 -0.448 0.093
H3 1.227 -0.123 -1.445
H4 -1.563 -0.297 -0.798
H5 -2.019 0.157 0.871
H6 -0.152 2.194 1.545

Here are the Löwdin charges for atoms 1 to 4, given in e: -0.39, -0.14, -0.67, -0.17

=====

No. 3
A molecular structure, C3H6N2S2 at a distorted geometry, computed with ωB97M-V/def2-TZVPD.

Output
highest occupied orbital energy = -9.04 eV
Kohn-Sham gap = 8.626 eV

Positions of all 13 atoms, in Å:
C1 -0.080 0.490 1.650
C2 -0.789 0.844 0.355
C3 1.192 -1.845 -1.252
H1 0.922 0.965 1.741
H2 0.061 -0.584 1.751
H3 -0.729 0.842 2.422
H4 -2.196 1.577 -0.629
H5 -0.503 0.885 -1.761
H6 0.175 -2.239 -1.268
N1 -1.910 1.405 0.364
N2 -0.109 0.522 -0.877
S1 1.437 -0.154 -1.059
S2 2.529 -2.708 -1.435

Here are the Löwdin charges for atoms 1 to 4, given in e: -0.05, -0.54, -1.07, 0.09

=====

No. 4
A single C3H6N2S2 molecule at a distorted geometry, computed with ωB97M-V/def2-TZVPD.

Output
highest occupied orbital energy (spin up / spin down) = -8.04 / -8.04 eV
Kohn-Sham gap (spin up / spin down) = 7.811 / 7.813 eV

Positions of all 13 atoms, in Å:
C1 1.959 -1.087 -0.284
C2 1.090 1.270 0.537
C3 -2.338 -0.341 -0.242
N1 0.828 -1.385 0.121
N2 -0.024 0.458 0.338
S1 2.619 0.568 -0.259
S2 -1.028 0.651 -0.946
H1 2.607 -1.961 -0.381
H2 0.751 2.221 0.079
H3 1.371 1.372 1.543
H4 -1.656 -1.174 0.133
H5 -3.065 -0.754 -1.036
H6 -3.115 0.162 0.396

Here are the Löwdin charges for atoms 1 to 4, given in e: -0.60, -0.57, -0.41, 0.08

=====

| no. | calculated total energy (eV) |
| --- | --- |
| 1 | -17022.06749 |
| 2 | -17020.06713 |
| 3 | -27857.95493 |
| 4 | -27854.97095 |